A.
A structure of composition C6H18O3S3Sn. Source: the OMol25 dataset; level of theory: ωB97M-V/def2-TZVPD.

total charge	+2
E_HOMO	-15.49	eV
frontier orbital gap	6.05	eV

```
31
C6H18O3S3Sn | the OMol25 dataset | ωB97M-V/def2-TZVPD
Sn -6.86653 13.38119 33.10957
C -1.97523 13.57890 32.64533
S -2.92690 14.03201 34.11232
O -4.25468 14.45052 33.54366
C -3.12569 12.29139 34.68578
H -1.99294 14.43466 31.97092
H -2.51522 12.78479 32.13086
H -0.95429 13.30836 32.90712
H -3.53658 12.28684 35.69279
H -2.25096 11.64704 34.59382
H -3.79690 11.78101 33.98685
C -7.21951 18.28485 35.37189
S -6.43944 16.67600 35.69166
O -7.09786 15.68906 34.71779
C -4.80770 17.18052 35.09994
H -6.89366 18.65874 34.40368
H -7.02837 18.99572 36.17479
H -8.29315 18.10078 35.40255
H -4.64640 18.12573 35.62019
H -4.89240 17.39689 34.03513
H -4.00469 16.48496 35.32010
C -6.10312 13.13966 28.55860
S -4.74170 12.45506 29.58059
O -5.14197 12.92823 30.97953
C -5.29048 10.73881 29.41670
H -6.19416 14.21114 28.73057
H -7.01572 12.62313 28.84534
H -5.79910 13.03755 27.51685
H -4.59045 10.04558 29.88160
H -5.52961 10.40184 28.40921
H -6.21400 10.64143 29.99318
```

---

B.
A structure of composition C6H18O3S3Sn. Source: the OMol25 dataset; level of theory: ωB97M-V/def2-TZVPD.

total charge	+2
E_HOMO	-15.31	eV
frontier orbital gap	8.54	eV

```
31
C6H18O3S3Sn | the OMol25 dataset | ωB97M-V/def2-TZVPD
Sn -0.84229 0.00610 -0.90559
C -0.76769 3.73048 -0.66110
S 0.82852 2.80871 -1.04463
O 0.59206 1.34021 -0.93677
C 0.88123 3.16302 -2.88205
H -1.63064 3.20332 -1.06793
H -0.84217 4.74082 -1.06328
H -0.88932 3.90396 0.40811
H 0.02597 2.71983 -3.39215
H 1.88503 2.89281 -3.20988
H 1.03308 4.20867 -3.14973
C 3.27853 0.57122 0.39372
S 1.55272 0.56037 1.10288
O 0.58753 -0.12294 0.10021
C 1.49802 -0.76849 2.42183
H 3.91753 0.96032 1.18642
H 3.42527 1.23252 -0.46025
H 3.59671 -0.46198 0.25461
H 0.62262 -1.38014 2.64013
H 1.75405 -0.27411 3.35892
H 2.15724 -1.62474 2.27913
C -1.34373 -3.84105 1.14586
S -1.83472 -2.14924 0.61331
O -0.86336 -1.75134 -0.49619
C -3.44289 -2.67763 -0.05276
H -1.94347 -3.98311 2.04487
H -0.29908 -3.94525 1.43902
H -1.62129 -4.61743 0.43291
H -3.33788 -3.54077 -0.71007
H -3.95494 -1.88126 -0.59286
H -4.02272 -3.02292 0.80320
```

---

Ordering by calculated energy gives the sequence A, B, with the first entry being the most stable.

---

A.
An isolated molecule of C4H3NOS2. Source: the OMol25 dataset; level of theory: ωB97M-V/def2-TZVPD.

E_HOMO	-8.54	eV
frontier orbital gap	6.71	eV

```
11
C4H3NOS2 | the OMol25 dataset | ωB97M-V/def2-TZVPD
C -0.33086 -0.25445 0.07807
C 0.87569 -1.09266 0.19073
C 1.94904 -0.23877 -0.05627
C 0.05264 0.97823 -0.13421
H -2.47927 1.03732 0.02020
H 0.84642 -2.25888 0.42935
H 3.06037 -0.45326 -0.09265
N -1.48921 -0.88797 -0.22976
O 1.45906 1.09801 -0.21903
S -2.94712 -0.19284 -0.05175
S -0.99677 2.26527 0.06533
```

---

B.
An isolated molecule of C4H3NOS2. Source: the OMol25 dataset; level of theory: ωB97M-V/def2-TZVPD.

E_HOMO	-8.58	eV
frontier orbital gap	8.21	eV

```
11
C4H3NOS2 | the OMol25 dataset | ωB97M-V/def2-TZVPD
C -0.76929 0.34390 -0.54028
C 0.86205 -0.47669 0.80898
C 1.63920 -0.73251 -0.41197
C 1.09440 -0.44475 -1.58971
H -2.29352 1.21401 -2.11952
H 2.56598 -1.22328 -0.31529
H 1.54316 -0.58218 -2.54933
N -0.36567 0.11878 0.61368
O -0.14021 0.10823 -1.71434
S -2.32569 1.17965 -0.76369
S 1.38241 -0.75750 2.31375
```

---

Ordering by calculated energy gives the sequence B, A, with the first entry being the most stable.

---

A.
A cluster of 2 separate species, C4H3NOS2 in total. Source: the OMol25 dataset; level of theory: ωB97M-V/def2-TZVPD.

E_HOMO	-8.17	eV
frontier orbital gap	8.70	eV

```
11
C4H3NOS2 | the OMol25 dataset | ωB97M-V/def2-TZVPD
C 1.79218 0.01168 0.13807
C 1.18520 -1.16051 -0.07953
C -0.35567 0.84465 -0.31461
C -3.57161 -0.48498 -0.11797
N 0.90605 1.14159 -0.00158
O -3.30892 -1.29618 0.63654
S -0.48394 -0.91975 -0.57789
S -1.59505 1.87602 -0.18734
H 2.74868 0.06815 0.63308
H 1.54862 -2.24595 -0.12522
H 1.13446 2.16528 -0.00355
```

---

B.
An isolated molecule of C4H3NOS2. Source: the OMol25 dataset; level of theory: ωB97M-V/def2-TZVPD.

E_HOMO	-9.45	eV
frontier orbital gap	8.28	eV

```
11
C4H3NOS2 | the OMol25 dataset | ωB97M-V/def2-TZVPD
C -0.88348 -1.14421 0.07974
C 1.16886 -0.02118 -0.04998
C 1.66040 1.35736 -0.07238
C 2.19545 2.43116 0.01164
H -3.96540 0.14064 0.01870
H -0.21114 -2.05031 0.17239
H 2.38544 3.47105 -0.04686
N -2.08692 -1.03587 -0.15635
O -0.13738 -0.07315 0.24475
S -2.75946 0.65548 -0.01777
S 2.30016 -1.24698 -0.03360
```

---

Ordering by calculated energy gives the sequence A, B, with the first entry being the most stable.

---

A.
A structure of composition C35H54BN5O2Sb2Ti. Source: the OMol25 dataset; level of theory: ωB97M-V/def2-TZVPD.

total charge	+1
2S+1	2
E_HOMO (spin up / spin down)	-10.15 / -10.19	eV
expectation value of S²	0.756
frontier orbital gap (spin up / spin down)	7.64 / 7.74	eV

```
100
C35H54BN5O2Sb2Ti | the OMol25 dataset | ωB97M-V/def2-TZVPD
Ti -0.23205 -0.22599 0.62871
C -1.82170 -0.80748 -3.69799
N -0.53502 -0.51240 -3.08337
C 0.06506 0.62851 -3.75905
C 0.34220 -1.66954 -3.18102
C 0.06563 -2.75488 -2.16269
N 0.56931 -2.49946 -0.79722
C 2.04149 -2.45596 -0.86305
C 0.21451 -3.67778 0.01186
H -1.70526 -1.11718 -4.74851
H -2.45561 0.07742 -3.68217
H -2.34292 -1.60459 -3.16641
H -0.60992 1.48378 -3.70573
H 0.26527 0.42161 -4.82218
H 1.00186 0.89796 -3.27021
H 1.37407 -1.32925 -3.07843
H 0.26527 -2.12470 -4.18232
H 0.53594 -3.67989 -2.52461
H -1.00807 -2.94968 -2.09946
H 2.41900 -3.33838 -1.39751
H 2.45690 -2.45468 0.13901
H 2.37893 -1.56218 -1.37126
H 0.70365 -4.57336 -0.39299
H -0.85996 -3.84753 -0.00932
H 0.54422 -3.53543 1.03780
C 1.84423 3.77617 -1.98485
Sb 0.29252 3.04137 -0.70283
C 0.85274 4.24565 0.97796
C -1.18299 4.45933 -1.45636
C -2.27088 4.80779 -0.48760
C -2.06911 5.87957 0.38455
C -3.02428 6.25956 1.31054
C -4.22820 5.57238 1.37005
C -4.45093 4.51922 0.50085
C -3.49007 4.11540 -0.42736
C -3.80479 2.95946 -1.32717
Sb -3.16525 1.05006 -0.52281
C -4.79078 -0.04310 -1.41311
C -4.15378 1.24521 1.36604
H 1.83946 4.86439 -1.93240
H 1.67871 3.46629 -3.01628
H 2.81182 3.40166 -1.65698
H 1.16230 5.22803 0.62217
H 1.67998 3.78157 1.51380
H 0.00992 4.35252 1.65823
H -1.56397 4.07338 -2.40150
H -0.58301 5.34215 -1.67979
H -1.13998 6.43371 0.32105
H -2.83659 7.09686 1.96932
H -4.99424 5.86530 2.07549
H -5.40034 3.99660 0.52865
H -3.36938 3.06831 -2.31970
H -4.88226 2.84252 -1.44469
H -5.71396 0.43680 -1.09039
H -4.79745 -1.07864 -1.07756
H -4.73764 -0.02349 -2.50044
H -5.22440 1.35881 1.20041
H -3.77433 2.11205 1.90305
H -3.97350 0.35039 1.96241
C -0.82414 1.25896 2.04621
H 0.03984 1.61905 2.61437
H -1.56643 0.89338 2.76393
H -1.28058 2.13956 1.58551
N -1.02982 -1.43556 3.64292
C -1.79660 -1.96780 2.67558
C -2.77707 -2.93182 3.01989
C -3.58444 -3.45059 2.05559
C -3.43129 -3.03414 0.72180
C -2.45599 -2.12302 0.45756
N -1.63119 -1.57884 1.39329
H -1.22970 -1.66390 4.60086
H -0.48948 -0.60183 3.46815
H -2.87581 -3.22708 4.05554
H -4.34190 -4.17711 2.31938
H -4.04629 -3.42352 -0.07552
H -2.27765 -1.79979 -0.56301
C 5.46100 1.51043 -0.65648
C 4.91626 0.95183 -1.80170
C 3.56810 0.63391 -1.80552
N 2.75485 0.83706 -0.76796
C 3.29335 1.38425 0.32414
C 4.63061 1.73310 0.42943
H 6.51064 1.76894 -0.61255
H 5.51869 0.76556 -2.67981
H 3.12072 0.20586 -2.69731
H 2.62501 1.54916 1.16220
H 5.00423 2.16726 1.34631
O 1.95065 -2.12044 2.21650
B 1.41582 -0.84150 1.96247
O 1.92502 0.03863 2.94783
C 2.74720 -0.70467 3.76535
C 3.46686 -0.29407 4.86387
C 4.21606 -1.27430 5.51453
C 4.22908 -2.59287 5.06878
C 3.49337 -2.99051 3.95258
C 2.75956 -2.01090 3.32483
H 3.44945 0.73290 5.20133
H 4.79919 -1.00301 6.38383
H 4.82286 -3.32556 5.59783
H 3.49950 -4.01113 3.59620
```

---

B.
A structure of composition C35H54BN5O2Sb2Ti. Source: the OMol25 dataset; level of theory: ωB97M-V/def2-TZVPD.

total charge	+1
2S+1	2
E_HOMO (spin up / spin down)	-9.99 / -10.00	eV
expectation value of S²	0.755
frontier orbital gap (spin up / spin down)	6.92 / 7.00	eV

```
100
C35H54BN5O2Sb2Ti | the OMol25 dataset | ωB97M-V/def2-TZVPD
Ti -0.06551 -0.80264 -0.51939
C 3.23990 -2.43469 -0.62563
N 2.68910 -2.16615 0.70877
C 2.66330 -3.42330 1.46311
C 3.59800 -1.23354 1.39261
C 3.05293 -0.62787 2.68562
N 1.81829 0.13046 2.48322
C 0.64773 -0.65548 2.83691
C 1.82181 1.41408 3.17578
H 4.26298 -2.83201 -0.56426
H 3.25761 -1.51782 -1.21557
H 2.62542 -3.16578 -1.15055
H 3.67751 -3.82436 1.59882
H 2.06829 -4.16502 0.94100
H 2.22388 -3.26970 2.44787
H 3.83257 -0.42606 0.69904
H 4.54343 -1.74259 1.63755
H 3.82764 0.03942 3.06761
H 2.90906 -1.40962 3.44146
H 0.71056 -1.06718 3.85628
H 0.55100 -1.48703 2.13608
H -0.24048 -0.02551 2.78778
H 1.83495 1.31580 4.27017
H 0.92760 1.97291 2.88809
H 2.69520 1.99126 2.86874
C -3.34572 0.77916 3.90284
Sb -2.40930 1.89440 2.29004
C -4.24186 2.30800 1.23459
C -2.37627 3.75952 3.42950
C -2.85084 4.88460 2.57278
C -4.19105 5.26307 2.66958
C -4.73203 6.24691 1.86244
C -3.92233 6.88463 0.93544
C -2.58772 6.53500 0.84115
C -2.02410 5.53743 1.64086
C -0.57162 5.23921 1.47788
Sb -0.09760 3.58426 0.09946
C 1.60337 4.69081 -0.66998
C -1.37808 4.30633 -1.47770
H -3.31055 -0.29259 3.71141
H -4.38223 1.09044 4.02302
H -2.80391 0.98500 4.82554
H -5.03372 2.50715 1.95425
H -4.52775 1.46132 0.61097
H -4.10469 3.18819 0.60812
H -1.36484 3.90550 3.80791
H -3.04651 3.60094 4.27258
H -4.81519 4.77486 3.40929
H -5.77469 6.51802 1.96164
H -4.32428 7.66015 0.29692
H -1.95093 7.06049 0.13892
H -0.08217 5.01013 2.42500
H -0.06470 6.09398 1.03305
H 1.30610 5.71810 -0.87482
H 1.96019 4.23389 -1.58939
H 2.41040 4.69399 0.06300
H -1.17185 5.36464 -1.62735
H -2.42712 4.18038 -1.21673
H -1.16394 3.76224 -2.39655
C -1.66058 0.31568 -1.29600
H -2.46267 -0.38686 -1.54794
H -1.39256 0.85345 -2.20938
H -2.06442 1.05421 -0.59675
N -0.25069 -4.17392 0.13329
C -1.40970 -3.55765 0.50444
C -2.52325 -4.32735 0.87382
C -3.65723 -3.70508 1.33168
C -3.67484 -2.31212 1.40400
C -2.55173 -1.62888 1.01866
N -1.41818 -2.21000 0.57616
H -0.32077 -5.14231 -0.13236
H 0.39515 -3.60696 -0.39674
H -2.46779 -5.40510 0.80318
H -4.51780 -4.28115 1.64275
H -4.54300 -1.77298 1.75341
H -2.53481 -0.54920 1.06523
C 3.33160 1.88989 -2.41899
C 3.18591 1.76791 -1.04597
C 2.14027 1.02813 -0.53575
N 1.25080 0.38147 -1.32077
C 1.37028 0.54734 -2.65778
C 2.38179 1.28146 -3.23145
H 4.15113 2.45025 -2.84700
H 3.87396 2.26018 -0.37274
H 1.98809 0.91272 0.53390
H 0.62034 0.06924 -3.27145
H 2.43216 1.37608 -4.30672
O -1.35294 -2.59758 -2.59011
B -0.08552 -2.19627 -2.13929
O 0.86808 -2.63873 -3.06445
C 0.18853 -3.27797 -4.07568
C 0.67374 -3.85544 -5.22898
C -0.26499 -4.41567 -6.08914
C -1.62378 -4.39592 -5.79452
C -2.10526 -3.81036 -4.62843
C -1.17105 -3.25251 -3.78258
H 1.73071 -3.86171 -5.45722
H 0.07177 -4.87074 -7.01049
H -2.32397 -4.83805 -6.48988
H -3.16120 -3.78121 -4.39764
```

---

Ordering by calculated energy gives the sequence A, B, with the first entry being the most stable.